The ion C7H8NO3S with charge -1, computed with ωB97M-V with the def2-TZVPD basis set.

Highest occupied orbital energy (spin up / spin down) = -2.877 / -5.573 eV
2S+1 = 3
Lowest unoccupied orbital energy (spin up / spin down) = 0.13494 / 0.04667 hartree
Net charge = -1

Geometry as XYZ:
```
20
Properties=species:S:1:pos:R:3:forces:R:3
S 0.440 -0.463 1.980 2.30 -0.35 -1.06
O -0.648 0.274 2.572 -0.94 0.12 0.85
O 1.693 0.317 2.035 -0.37 -1.35 0.52
O 0.448 -1.916 2.271 0.45 1.64 0.10
N -0.552 2.179 0.500 0.01 -0.28 -2.01
C -0.252 1.279 -0.331 1.83 -0.25 1.35
C 0.118 -0.466 0.195 -2.77 2.05 -0.59
C -1.290 -0.938 0.124 -2.13 -4.10 1.70
C 0.927 0.707 -2.154 -0.08 4.55 -4.72
C 1.292 -0.415 -1.786 3.49 -7.61 1.41
C 1.085 -1.341 -0.662 -1.00 0.29 0.76
C 0.151 1.776 -1.741 -3.68 -0.82 1.36
H -0.532 1.724 1.364 -0.47 -0.43 2.54
H -1.917 -0.587 0.941 0.41 0.39 0.31
H 0.670 2.668 -1.646 1.03 1.70 0.39
H 0.659 -2.360 -0.997 0.23 1.77 0.55
H -0.790 2.001 -2.299 0.70 -0.46 -0.01
H -1.940 -0.758 -0.668 -0.36 0.82 -2.36
H 1.896 -1.573 0.048 0.36 0.33 -0.90
H -1.459 -2.108 0.254 0.98 1.98 -0.18
```
Positions in Å, forces in eV/Å.



A structure of composition C25H50AlCl14FNO, computed with ωB97M-V with the def2-TZVPD basis set.

Highest occupied orbital energy = -5.255 eV
Lowest unoccupied orbital energy = 0.07041 hartree
Net charge = -1

Geometry as XYZ:
```
93
Properties=species:S:1:pos:R:3:forces:R:3
Cl 6.464 -4.422 2.021 -0.01 -0.07 -0.03
Cl 1.378 -5.437 -2.201 0.10 -0.16 0.02
Cl 5.045 0.798 -7.202 0.02 0.04 0.01
Cl 5.369 -8.176 1.240 0.05 -0.08 0.02
Cl 5.838 -0.486 -4.139 0.00 0.03 0.01
Cl -3.495 -3.237 2.572 -0.39 -0.88 -0.04
Cl 2.768 -3.997 -4.961 0.12 -0.07 -0.08
Cl 2.328 8.454 0.922 0.04 0.04 0.03
Cl -1.466 3.993 3.799 0.01 0.16 0.21
Cl -2.983 1.906 6.027 0.03 0.02 -0.03
Cl 4.660 -3.871 -0.821 -0.08 0.15 -0.09
Cl 5.486 -8.759 -2.123 0.05 -0.08 -0.02
Cl 0.472 11.204 1.734 0.04 0.05 0.02
Cl -1.655 -5.998 1.766 0.02 -0.01 0.03
Al -3.031 0.901 0.618 0.92 -0.37 0.38
F -5.091 1.057 2.594 -0.28 0.54 -0.70
O -0.996 5.279 0.444 0.99 -1.00 0.72
N -1.067 -1.451 -1.430 -1.28 -0.09 1.61
C 0.597 8.718 0.589 -0.22 -0.04 -0.07
C -2.171 2.021 -0.870 -0.82 0.88 -0.51
C -1.798 0.685 2.279 -0.15 -2.26 0.58
C -1.238 2.228 5.876 0.13 -0.05 0.04
C 6.857 -3.289 0.703 0.07 0.15 -0.09
C -3.728 -4.309 1.169 -0.06 -0.15 -0.06
C 4.299 -7.757 -1.247 -0.18 0.21 0.09
C 4.915 -7.046 -0.063 -0.11 0.02 -0.11
C -6.038 1.500 0.366 -0.73 0.63 1.53
C -7.242 2.379 0.997 0.52 0.02 0.37
C 5.458 -1.401 -5.621 -0.06 -0.14 -0.14
C -2.436 3.617 -0.724 0.42 -1.88 -0.02
C 0.964 -3.852 -2.906 -0.14 0.28 -0.09
C -3.231 -1.018 -0.155 1.64 -1.03 -0.39
C -0.955 3.658 5.471 0.09 0.00 0.11
C 0.286 10.169 0.294 -0.05 -0.13 -0.19
C 1.075 -3.854 -4.413 -0.31 0.05 0.12
C 0.410 5.013 0.593 0.44 -0.25 -0.84
C -1.796 4.096 0.649 -1.42 0.01 -0.69
C -4.790 1.669 1.324 0.14 0.25 -1.43
C -1.848 -0.501 3.026 0.44 2.30 -0.48
C 5.951 -0.699 -6.867 0.11 -0.17 0.00
C -1.755 -1.561 -0.316 -0.59 0.35 -1.23
C 5.619 -2.677 0.087 0.10 0.21 0.04
C -3.398 -5.751 1.489 -0.22 -0.01 -0.07
H 5.904 -1.896 -0.620 0.04 -0.10 0.01
H -5.853 1.877 -0.684 0.16 -0.63 1.16
H 7.008 -0.444 -6.791 -0.12 0.05 0.07
H 5.944 -2.373 -5.526 0.02 0.08 -0.04
H -1.688 -0.966 -2.097 0.33 -0.14 0.10
H -1.199 -2.061 0.533 -0.86 0.65 -0.70
H 0.934 5.605 -0.220 -0.38 -0.50 1.13
H -0.824 1.518 5.158 -0.15 0.10 -0.05
H -1.239 3.222 1.087 -0.17 1.07 -0.43
H 3.916 -7.025 -1.959 0.08 0.01 0.08
H -4.776 -4.225 0.877 0.05 -0.06 0.04
H -1.112 1.508 2.622 -0.78 -0.87 0.20
H 0.029 8.351 1.444 0.09 0.05 -0.05
H 5.819 -1.349 -7.734 -0.06 0.00 0.10
H -1.374 -0.509 4.060 -0.34 -0.42 -1.25
H -2.383 -1.443 2.691 0.87 2.03 0.58
H 1.616 -3.103 -2.457 -0.06 -0.10 -0.02
H -7.651 3.141 0.276 0.18 -0.93 0.58
H 0.344 8.103 -0.276 0.00 0.07 0.05
H -2.612 4.361 1.390 0.82 -0.27 -0.83
H -0.794 2.025 6.852 -0.02 0.10 -0.04
H -2.704 1.730 -1.834 0.75 0.13 0.83
H -3.558 3.736 -0.768 1.16 0.28 0.15
H 7.449 -3.826 -0.039 -0.13 -0.01 0.05
H 7.482 -2.505 1.135 -0.11 0.00 -0.01
H -3.116 -3.930 0.350 0.02 0.00 0.13
H 5.804 -6.487 -0.350 -0.06 -0.13 0.05
H 3.473 -8.401 -0.943 0.14 0.00 0.01
H 4.380 -1.561 -5.651 0.10 0.09 0.03
H -3.818 -1.665 0.548 0.42 0.63 -0.75
H 0.813 5.270 1.615 -0.50 -0.08 -0.95
H 4.196 -6.346 0.363 0.02 -0.10 -0.04
H -1.459 4.368 6.128 -0.05 -0.11 -0.08
H 0.929 10.565 -0.492 0.02 -0.04 0.15
H -0.061 -3.631 -2.609 0.11 0.07 0.00
H 0.691 -2.915 -4.812 0.07 -0.01 0.13
H -1.969 4.082 -1.637 -0.43 0.17 1.20
H 0.654 3.921 0.391 -0.37 1.21 0.25
H -4.649 2.785 1.491 -0.32 -1.08 0.16
H -6.807 2.974 1.862 -0.57 -0.70 -0.99
H -1.068 1.820 -1.003 -1.00 0.22 0.08
H -8.056 1.743 1.442 0.64 0.67 -0.66
H 0.507 -4.671 -4.858 0.16 -0.01 0.06
H -3.678 -6.390 0.650 0.05 0.10 0.00
H -3.671 -1.008 -1.204 0.29 -0.04 1.27
H -0.750 10.266 -0.032 0.04 -0.08 0.08
H -6.333 0.403 0.372 0.39 1.27 -0.31
H 4.973 -2.231 0.843 0.03 -0.14 -0.04
H -3.932 -6.097 2.374 0.11 0.10 -0.02
H 0.118 3.852 5.519 -0.05 -0.10 -0.01
```
Positions in Å, forces in eV/Å.



A structure of composition C48H41Cl4N2O9PS3Ta, computed with ωB97M-V with the def2-TZVPD basis set.

Highest occupied orbital energy = -3.572 eV
Lowest unoccupied orbital energy = 0.03339 hartree
Net charge = -1

Geometry as XYZ:
```
109
Properties=species:S:1:pos:R:3:forces:R:3
Ta 1.648 -0.046 -1.124 -5.81 1.86 2.73
Cl 0.018 0.138 -7.572 0.03 -0.21 -0.28
Cl -2.076 1.970 -6.325 -0.75 0.61 -0.38
Cl 1.894 -1.531 -5.772 1.19 -1.11 -0.60
Cl -2.301 2.134 -3.123 -0.57 0.49 0.12
S 4.034 -2.462 -1.250 -2.22 1.48 -0.05
S 1.593 3.379 -1.410 -1.51 -2.34 2.36
S 4.421 1.242 -1.319 -2.08 -0.10 -0.39
P -1.854 1.993 3.067 -0.96 -0.46 -0.23
O 3.940 1.005 0.046 0.62 0.09 -0.76
O 1.176 4.363 -0.423 0.58 -0.56 -0.94
O 2.862 -1.465 -0.693 3.83 -3.30 -0.82
O 1.444 -1.130 -2.796 -0.28 0.93 -0.61
O 5.757 0.797 -1.610 -0.52 -0.37 -0.31
O 3.250 0.655 -2.238 3.33 0.90 0.54
O 0.826 3.299 -2.619 0.57 0.28 -0.33
O 1.635 1.992 -0.706 0.48 2.35 -0.94
O -0.210 0.603 -1.812 1.20 -0.37 0.04
N -0.080 0.670 1.981 2.67 -1.70 -3.12
N -3.016 -2.301 -1.450 0.49 0.44 0.56
C -0.981 3.465 3.512 0.32 0.81 1.11
C -0.777 3.851 4.848 -0.04 -0.50 0.07
C 1.097 -2.230 1.091 -0.75 0.30 -0.15
C 1.547 -6.086 -2.414 0.48 0.49 -0.35
C -3.436 2.434 2.412 -0.13 2.00 -0.39
C 5.691 3.629 -1.977 -0.72 -0.92 0.43
C -5.519 1.699 1.462 -0.37 0.20 -0.52
C 0.371 0.415 0.909 0.26 1.35 1.86
C 3.287 3.783 -1.770 -0.58 0.75 -0.15
C 1.907 -5.868 -1.082 0.13 0.28 -0.39
C -2.179 0.971 4.522 -0.38 -0.55 0.12
C 3.253 -3.984 -1.766 -0.62 -0.49 1.00
C -3.788 -1.253 -0.831 -0.24 0.50 -0.97
C -0.924 -2.130 -0.218 0.09 -0.87 1.42
C -3.476 0.559 4.885 -0.25 -0.14 0.84
C 0.538 -7.131 -2.765 0.15 -0.24 0.16
C 0.723 -0.565 -5.068 -0.77 0.64 1.30
C -1.107 0.257 5.090 0.31 -0.21 0.40
C 0.500 -3.191 1.873 1.11 -0.30 0.58
C 2.757 -4.838 -0.741 0.10 0.88 0.11
C 3.343 5.157 -2.056 1.01 -0.47 -0.07
C -2.618 -1.343 6.083 1.09 -0.58 0.45
C -0.280 4.156 2.541 0.82 0.93 -0.58
C 5.747 4.985 -2.183 1.40 0.22 -0.05
C 0.691 -0.445 -3.676 -1.74 0.52 -0.68
C -1.109 1.039 -5.303 0.97 -1.09 -0.17
C -1.323 -0.864 5.901 -0.38 1.02 -0.97
C 4.433 2.998 -1.749 0.60 0.34 0.20
C -4.900 4.014 1.318 0.30 1.39 0.01
C 0.851 5.458 4.203 0.77 0.50 -0.37
C 4.592 5.720 -2.227 -0.96 2.02 -0.85
C -3.679 -0.601 5.677 -1.48 1.76 -0.91
C -5.803 3.011 1.060 -0.12 -0.82 0.09
C 0.597 5.218 2.872 -1.10 -0.91 -0.59
C -1.569 -2.136 -1.552 -0.84 0.66 -1.09
C -0.860 -3.499 1.768 0.38 0.44 0.43
C -1.612 -2.876 0.795 1.58 -0.14 -0.49
C -1.182 1.151 -3.933 0.62 -0.57 1.04
C -0.285 0.449 -3.114 0.96 -0.44 -1.21
C -3.725 3.774 2.015 -0.61 -1.82 0.24
C -3.646 -2.934 -2.557 -0.57 -0.10 0.01
C 2.131 -5.299 -3.420 -0.57 -0.24 -0.96
C 0.206 4.752 5.195 -0.17 -0.03 0.46
C -0.169 0.159 -5.857 -0.12 0.67 -0.04
C 2.967 -4.235 -3.122 -0.04 0.72 1.10
C 4.548 -2.890 0.354 1.72 -0.49 0.67
C 0.370 -1.646 0.023 0.94 -1.00 -0.90
C -4.289 1.413 2.022 -0.72 0.17 0.12
H -1.286 -3.037 -2.152 0.47 0.66 0.61
H -4.356 1.161 4.605 0.58 -0.43 -0.02
H -4.005 0.396 2.192 0.07 -0.51 0.25
H 1.609 6.181 4.444 0.16 0.25 0.25
H 6.623 3.078 -1.949 -0.28 -0.29 0.03
H 1.451 -6.446 -0.302 -0.14 -0.24 0.24
H -3.880 -0.404 -1.542 -0.19 0.02 0.32
H 0.490 4.888 6.239 -0.28 0.15 -0.20
H 5.133 -2.052 0.722 -0.17 0.23 0.08
H -0.481 -1.337 6.351 0.42 -0.51 0.08
H 3.273 -3.492 -3.854 0.01 -0.31 -0.11
H 5.198 -3.771 0.374 -0.12 0.12 -0.30
H 2.119 -1.866 1.323 -0.96 -0.41 0.03
H -3.342 -0.860 0.073 0.32 -0.08 0.22
H -2.663 -3.062 0.724 -0.32 -0.19 -0.25
H -0.355 3.890 1.494 -0.09 -0.13 0.00
H -4.805 -1.601 -0.590 0.28 -0.03 -0.08
H -6.685 3.245 0.492 -0.39 -0.05 0.05
H 2.443 5.765 -2.138 0.19 -0.31 0.16
H 2.929 -4.621 0.343 -0.24 -0.38 -1.37
H -4.282 -2.308 -3.212 0.15 0.23 0.33
H -3.024 4.538 2.263 0.21 0.55 0.08
H -0.074 0.557 4.879 -0.45 -0.06 0.00
H 6.741 5.479 -2.300 -0.96 -0.47 0.02
H -2.761 -2.317 6.511 -0.10 -0.17 0.56
H 1.176 -3.668 2.598 -0.67 -0.03 0.06
H -2.870 -3.321 -3.210 -0.14 -0.56 -0.06
H 0.061 -6.907 -3.725 -0.04 -0.11 0.29
H -0.196 -7.219 -1.953 0.02 0.00 -0.39
H -5.152 5.045 1.007 0.27 -0.64 0.11
H 3.684 -3.069 0.959 -0.38 0.19 0.34
H 1.825 -5.471 -4.488 0.38 0.20 1.21
H -4.713 -0.838 5.996 0.74 -0.09 -0.46
H -1.280 -4.187 2.488 -0.27 0.01 0.03
H -1.362 3.390 5.627 0.00 -0.29 0.13
H 1.060 -8.092 -2.848 -0.21 0.00 -0.08
H -1.247 -1.235 -2.109 -0.45 -0.61 0.07
H 1.044 5.795 2.061 0.07 -0.28 0.33
H -4.280 -3.704 -2.102 -0.16 -0.37 -0.78
H 4.622 6.800 -2.499 0.15 -0.86 0.42
H -6.255 0.900 1.312 0.38 0.27 -0.18
```
Positions in Å, forces in eV/Å.



A structure of composition C21H33F3KN6O4S4, computed with ωB97M-V with the def2-TZVPD basis set.

Highest occupied orbital energy = -4.897 eV
Lowest unoccupied orbital energy = 0.06855 hartree
Net charge = -1

Geometry as XYZ:
```
72
Properties=species:S:1:pos:R:3:forces:R:3
K -1.767 0.963 -0.916 0.27 -0.12 0.22
S 2.895 0.293 2.447 0.03 0.01 0.03
S -0.228 3.773 1.164 -0.05 0.06 -0.06
S 2.161 1.899 -0.523 -0.08 -0.11 -0.15
S -0.477 0.897 3.055 -0.01 0.03 0.02
F -3.691 0.686 0.757 -0.23 0.05 -0.09
F -4.146 0.050 -1.323 -0.06 0.04 0.10
F -5.720 0.824 -0.036 0.00 0.00 0.00
O -0.260 1.879 -6.830 0.07 -0.35 -0.29
O -0.567 2.866 -4.631 -0.01 0.22 0.21
O 0.378 -0.138 -7.540 -0.07 -0.07 0.01
O -0.415 2.422 -2.448 0.00 0.20 -0.17
N -2.338 -3.301 2.000 0.01 -0.01 0.00
N -0.042 -3.458 1.200 0.04 0.03 -0.01
N 0.345 -0.273 -3.031 -0.12 0.09 -0.08
N -1.446 -1.586 0.516 0.03 -0.09 -0.03
N -1.902 -3.827 -0.335 0.01 0.00 -0.01
N 0.626 -1.119 -5.043 0.00 0.13 -0.02
C 0.064 0.692 -3.973 -0.08 0.26 -0.24
C 2.203 0.799 4.048 -0.05 -0.03 0.03
C 3.746 1.868 0.347 -0.06 0.04 0.22
C -0.340 2.109 -3.649 0.12 -0.19 0.22
C -0.545 -4.213 0.049 -0.02 0.00 0.00
C 1.109 -2.649 -3.135 -0.03 -0.01 0.00
C 0.232 0.181 -5.237 0.02 -0.40 0.05
C 1.346 4.416 0.528 0.04 -0.02 -0.05
C 0.760 0.329 4.244 0.10 0.04 0.00
C -2.343 -1.874 1.650 0.01 0.03 0.05
C 0.146 3.637 2.928 -0.04 -0.06 0.05
C 0.685 -1.345 -3.714 0.03 -0.04 0.10
C 3.654 1.840 1.875 0.00 0.03 -0.09
C -2.778 -4.050 0.822 0.00 -0.01 0.00
C 1.830 3.665 -0.708 0.07 0.01 -0.01
C -1.908 -2.387 -0.629 -0.03 -0.01 0.03
C 0.106 0.643 -6.643 0.14 0.34 -0.13
C -0.768 2.603 3.581 0.03 0.02 -0.02
C -0.967 -3.691 2.314 -0.03 -0.02 0.00
C -0.095 -2.026 0.864 -0.04 -0.08 0.02
C -4.699 -0.096 0.019 0.03 -0.04 0.06
H 4.353 2.722 0.035 -0.03 0.01 -0.01
H -2.924 -2.078 -0.880 0.00 0.00 0.00
H -3.790 -3.736 0.565 0.01 0.01 0.00
H 1.321 -2.514 -2.078 0.01 0.01 0.01
H -2.013 -1.295 2.515 -0.03 -0.02 -0.04
H 2.267 1.884 4.127 0.00 0.02 -0.03
H 0.576 -1.827 0.025 0.00 0.00 -0.01
H -1.252 -2.194 -1.482 0.01 0.00 0.00
H -1.808 2.810 3.322 0.00 0.00 0.01
H -3.352 -1.566 1.379 0.00 -0.03 0.00
H 0.123 -4.051 -0.798 0.03 0.01 -0.03
H -2.782 -5.118 1.058 0.01 0.00 0.00
H 2.012 -3.019 -3.624 -0.01 -0.01 -0.01
H -0.946 -4.755 2.567 0.00 0.00 0.01
H 0.829 -1.738 -5.812 0.01 0.00 0.00
H -0.406 2.346 -5.892 -0.06 0.06 0.13
H 4.262 0.972 -0.005 0.01 -0.01 0.00
H 2.081 4.364 1.332 0.00 0.00 0.03
H -0.694 2.663 4.669 0.02 -0.03 0.00
H 3.040 2.668 2.225 0.00 -0.02 -0.01
H 0.262 -1.451 1.721 0.00 0.02 -0.01
H 0.020 4.603 3.423 -0.01 0.01 -0.03
H -0.538 -5.278 0.297 0.00 0.00 0.00
H 0.431 0.591 5.253 -0.01 -0.01 0.00
H -0.628 -3.117 3.180 0.01 0.00 0.01
H 1.063 3.686 -1.484 0.01 0.02 0.01
H 0.724 -0.761 4.178 -0.01 -0.01 -0.02
H 1.225 5.470 0.271 -0.02 -0.01 0.01
H 0.328 -3.406 -3.240 0.01 0.00 0.01
H 2.721 4.159 -1.105 0.01 -0.01 0.00
H 1.186 3.334 3.031 0.01 0.00 0.02
H 4.653 1.949 2.306 0.00 -0.02 0.02
H 2.811 0.384 4.855 0.02 0.01 -0.01
```
Positions in Å, forces in eV/Å.



ΔE to the lowest compared entry with this formula, charge and spin per entry: 66.3; 0.0; 0.0; 10.2 kcal per mole